Below is C35H46N6O3P2Pd as an isolated structure at a distorted geometry, with properties calculated with wB97M-V/def2-TZVPD.

Output
- 2S+1: 5
- E_LUMO (spin up / spin down): -5.6 / -9.1 eV
- Charge: +2
- Energy above the lowest of the compared OMol25 structures with the same formula, charge and spin: 102.16 kcal per mole
- HOMO level (spin up / spin down): -12.939 / -12.996 eV

Geometry as XYZ:
```
93
Properties=species:S:1:pos:R:3:forces:R:3
Pd -2.1122 1.8461 0.5701 -0.2 -1.0 0.6
C 3.3521 -1.9530 0.7044 -0.1 1.1 -0.7
C 2.7172 -0.7666 0.6506 -0.4 -0.9 1.2
C 1.7227 -0.2267 -0.3374 -1.4 0.5 -0.7
C 0.3331 -0.9531 -0.6410 -0.3 0.4 -0.4
C 0.3989 -1.9968 -1.7576 0.7 0.0 0.2
C 1.4854 -2.7607 -1.9852 -0.6 -0.5 -1.2
C 2.9618 -2.5054 -1.8205 0.7 -0.4 0.5
C 3.5842 -2.8477 -0.4739 0.2 -1.5 1.2
C -2.4004 -0.1405 1.4452 -0.5 -1.3 -0.8
H 3.6254 -2.3334 1.7057 0.5 0.5 -0.8
H 2.7383 -0.2044 1.5880 -0.3 -0.2 -0.1
H 2.1043 -0.0589 -1.3251 0.6 0.4 -0.5
H 1.3696 0.7309 0.0584 0.2 0.1 0.0
H -0.0230 -1.3325 0.3445 0.0 -0.3 -0.9
H -0.4891 -0.2290 -0.9985 1.4 -0.3 0.7
H -0.4014 -2.0417 -2.5452 0.1 -0.6 1.5
H 1.3728 -3.7196 -2.5520 -0.4 1.2 -0.1
H 3.3072 -1.5109 -2.1745 -0.4 -0.5 0.2
H 3.4032 -3.2445 -2.5035 0.1 0.5 0.0
H 3.1534 -3.7861 -0.0694 0.0 -0.1 -0.7
H 4.6554 -3.1552 -0.6271 -0.7 0.8 0.4
H -1.4902 -0.5912 1.8840 -0.3 1.4 -0.5
H -2.5252 -0.6074 0.4481 -0.4 0.3 0.3
H -3.2245 -0.4420 2.1425 0.3 1.1 -0.7
P -2.6825 1.5764 -1.8475 -2.0 1.3 -3.1
P -0.3054 3.3330 0.2826 1.7 3.5 -0.2
N -2.3559 0.9636 -3.6553 0.3 -0.9 0.4
N -4.1768 2.3869 -2.4728 0.4 -0.3 1.4
N 1.1507 3.5889 -0.8832 0.4 -0.8 -0.3
N -0.0049 5.0294 0.9991 -0.5 -1.2 -0.4
C -1.6258 3.0084 -2.1626 0.7 0.6 -0.2
C -1.5535 3.9153 -0.9396 -0.2 -1.1 0.8
C -2.5064 -0.3481 -4.0638 0.1 1.7 1.5
C -2.3460 -0.4262 -5.4501 0.3 1.2 -2.1
C -2.1267 0.8940 -5.9166 -0.2 -2.0 -0.7
C -2.1004 1.7190 -4.7972 -0.3 -0.1 1.1
C -5.4030 2.1968 -1.8391 -0.4 0.6 -0.9
C -6.3760 2.9121 -2.5348 0.7 -0.4 0.6
C -5.7191 3.6027 -3.5981 0.6 -0.6 0.7
C -4.3815 3.2802 -3.5318 0.1 0.1 -0.1
C 2.4082 2.9951 -0.7907 -1.8 0.7 0.0
C 3.2018 3.3665 -1.8902 -1.1 1.7 -2.0
C 2.3989 4.2559 -2.6817 1.7 -1.5 0.8
C 1.1452 4.3336 -2.0736 -0.1 -0.5 1.1
C 0.6789 6.1293 0.4505 -0.1 -0.2 0.0
C 0.3471 7.2589 1.1712 -0.2 -1.1 -0.2
C -0.5784 6.8627 2.1745 -0.3 -0.3 -0.2
C -0.8088 5.5102 2.0251 0.4 0.1 0.0
H -1.9339 3.6633 -2.9859 -0.1 -0.6 0.0
H -0.6518 2.5705 -2.4195 0.0 0.2 0.0
H -1.4465 4.9541 -1.1815 0.1 0.6 0.0
H -2.4742 3.8227 -0.3027 0.0 0.5 -0.6
H -2.7176 -1.1207 -3.3260 0.0 0.1 -0.3
H -2.3827 -1.3371 -6.0467 -0.1 0.4 0.2
H -2.0120 1.2422 -6.9497 0.0 -0.3 0.6
H -1.8944 2.7882 -4.7820 0.0 -0.6 0.1
H -5.4248 1.6154 -0.9264 -0.3 -0.1 -0.2
H -7.4299 2.9531 -2.2850 0.3 0.0 0.0
H -6.1496 4.3003 -4.2947 -0.1 -0.1 -0.1
H -3.5716 3.6934 -4.1336 -0.5 -0.3 0.3
H 2.6771 2.3456 0.0202 -0.1 0.0 0.3
H 4.1963 3.0069 -2.1307 -0.2 0.2 0.2
H 2.6752 4.7543 -3.6025 0.0 -0.1 0.2
H 0.2619 4.8499 -2.4505 0.4 -0.2 0.4
H 1.3622 6.0338 -0.3917 -0.2 0.0 0.5
H 0.7295 8.2407 0.9736 0.1 0.2 0.1
H -1.0408 7.5114 2.9036 0.0 -0.1 0.0
H -1.4513 4.8192 2.5623 0.1 0.3 0.0
C 3.7525 -4.0921 4.3507 0.2 0.1 0.2
C 2.7228 -5.1911 4.2108 -0.4 -0.1 -0.5
C 1.2023 -4.7786 3.9426 2.1 -1.4 1.4
C 0.4948 -6.1682 4.2061 -0.7 1.8 0.6
C 0.9282 -7.2756 3.3172 0.0 -0.5 -0.2
C 0.7352 -3.7734 5.0055 -0.8 0.8 1.1
O 1.0359 -3.7449 6.1888 0.2 -0.9 -1.7
N -0.2187 -2.8950 4.5392 0.4 -0.2 -1.2
C -0.2527 -2.3841 3.2289 -1.2 1.0 2.4
O -0.9233 -1.3335 3.1616 2.0 -2.2 -0.1
N 0.3961 -3.0160 2.2293 1.1 -2.0 -0.4
C 1.0308 -4.2019 2.4908 -1.8 2.3 -0.1
O 1.5011 -4.8918 1.5663 0.2 0.0 0.6
H 3.7211 -3.3698 3.5260 0.0 -0.1 0.2
H 4.7446 -4.5693 4.3491 -0.2 0.3 0.0
H 3.6213 -3.5784 5.3133 0.1 0.0 -0.4
H 3.0019 -5.8703 3.3839 -0.1 0.3 0.5
H 2.7208 -5.7851 5.1448 -0.1 0.3 -0.5
H 0.7351 -6.3950 5.2543 -0.1 0.2 -0.2
H -0.5743 -5.9870 4.1934 -0.3 -0.2 -0.2
H 1.6893 -7.8853 3.7875 0.2 -0.1 -0.1
H 0.0765 -7.9058 3.1170 -0.2 -0.3 -0.2
H 1.3098 -6.8841 2.3805 0.1 -0.2 -0.3
H -0.6710 -2.2452 5.1572 0.1 0.0 0.6
```
Forces are in eV/Å.


Below is C35H48BClN14O5Si2Y as an isolated structure, with properties calculated with wB97M-V/def2-TZVPD.

Output
- 2S+1: 2
- E_LUMO (spin up / spin down): 0.3 / -0.9 eV
- Energy above the lowest of the compared OMol25 structures with the same formula, charge and spin: 24.67 kcal per mole
- HOMO level (spin up / spin down): -8.200 / -8.200 eV

Geometry as XYZ:
```
107
Properties=species:S:1:pos:R:3:forces:R:3
Y -0.4535 0.7746 0.9251 -0.5 0.2 -0.3
C 1.4159 -3.4520 0.0460 0.0 0.0 0.1
C 0.6385 -2.3507 -0.3121 0.1 0.0 0.0
N 0.9174 -1.3038 0.4566 -0.3 -0.3 0.0
N 1.8750 -1.7058 1.3205 0.3 -0.3 0.1
C 2.1732 -2.9946 1.1041 -0.1 0.0 -0.1
B 2.3945 -0.6923 2.3884 -0.2 0.2 -0.1
N 1.2468 -0.4968 3.4130 0.2 -0.1 0.2
C 1.1839 -0.9759 4.6655 -0.1 0.0 0.1
C -0.1184 -0.8780 5.1069 -0.1 0.0 -0.1
C -0.8115 -0.3254 4.0337 0.1 0.0 0.2
N 0.0192 -0.0922 3.0212 0.3 -0.2 0.3
N 2.7576 0.5769 1.5790 0.1 0.0 0.2
C 4.0007 1.0670 1.4110 0.1 0.1 -0.1
C 3.9728 1.9836 0.3871 0.0 0.0 -0.1
C 2.6431 1.9922 -0.0334 0.1 -0.1 0.1
N 1.9144 1.1450 0.6823 0.4 0.4 -0.1
N 3.6544 -1.0938 3.1562 -0.1 -0.2 0.1
C 4.5633 -2.0944 3.0594 0.1 -0.1 -0.1
C 5.5242 -1.8950 4.0188 0.0 0.0 0.0
C 5.1197 -0.7147 4.6686 0.0 -0.1 -0.1
N 4.0040 -0.2407 4.1475 0.0 0.1 0.1
H 1.4255 -4.4398 -0.3818 0.0 0.0 0.0
H -0.0950 -2.2633 -1.0983 -0.1 0.0 0.0
H 2.8772 -3.5261 1.7168 -0.1 0.0 0.0
H 2.0525 -1.3364 5.1848 0.1 0.0 -0.1
H -0.5175 -1.1859 6.0570 0.0 0.0 0.0
H -1.8567 -0.0819 3.9612 0.0 0.1 -0.1
H 4.8235 0.7457 2.0249 -0.1 0.0 0.0
H 4.7890 2.5681 0.0013 0.0 0.0 0.0
H 2.2116 2.5709 -0.8264 -0.1 0.1 0.1
H 4.5044 -2.8701 2.3173 0.0 0.1 0.0
H 6.3883 -2.5044 4.2195 0.0 0.0 0.0
H 5.5916 -0.1975 5.4887 0.0 0.0 0.0
C 1.5873 -2.9104 -3.4133 -0.1 0.2 0.0
Si 1.4709 -1.0364 -3.6316 0.5 -0.2 -0.1
C 2.7411 -0.1254 -2.5860 -0.3 -0.2 -0.1
C 1.8550 -0.7055 -5.4642 -0.3 0.1 0.2
C -0.2292 -0.3603 -3.1822 -0.2 -0.1 0.1
C -0.2234 1.0896 -2.8994 0.1 0.3 -0.1
C -0.2431 1.9432 -4.0141 -0.1 -0.1 0.1
C -0.2386 3.3118 -3.8412 0.0 0.0 0.1
C -0.1583 3.8111 -2.5513 0.0 0.1 -0.1
C -0.1120 2.9150 -1.5041 0.1 -0.1 0.0
N -0.1683 1.5789 -1.6454 0.0 -0.1 -0.2
Si -1.8964 -1.0474 -3.7091 -0.2 -0.2 -0.5
C -3.2801 0.1474 -3.2726 0.2 -0.1 0.0
C -2.2546 -2.7693 -3.0121 0.1 0.2 0.0
C -1.8679 -1.1988 -5.6020 0.1 0.0 0.3
H 2.3643 -3.3235 -4.0593 0.0 0.1 0.0
H 0.6518 -3.4110 -3.6703 0.0 0.0 0.0
H 1.8391 -3.1692 -2.3853 0.0 0.0 -0.1
H 3.7601 -0.4667 -2.7762 0.0 -0.1 -0.1
H 2.5298 -0.2517 -1.5219 0.0 0.0 0.0
H 2.7040 0.9455 -2.8016 0.0 0.0 0.0
H 2.7829 -1.2166 -5.7292 0.0 0.0 0.1
H 1.9852 0.3561 -5.6817 0.0 0.0 0.0
H 1.0691 -1.0894 -6.1179 0.0 0.0 0.0
H -0.2682 1.5056 -5.0037 0.0 0.0 0.0
H -0.2843 3.9747 -4.6960 0.0 0.0 0.0
H -0.1206 4.8713 -2.3472 0.0 0.0 0.0
H 0.0143 3.2846 -0.4985 -0.1 0.0 0.0
H -3.2166 0.4203 -2.2229 0.0 0.1 0.2
H -4.2686 -0.2787 -3.4604 0.1 -0.1 0.0
H -3.1967 1.0679 -3.8552 0.0 0.0 0.0
H -2.3928 -2.7495 -1.9288 0.0 0.0 0.0
H -1.4515 -3.4728 -3.2368 0.0 0.0 0.0
H -3.1698 -3.1642 -3.4602 0.0 0.1 0.0
H -1.6600 -0.2347 -6.0700 0.0 0.0 0.0
H -2.8350 -1.5462 -5.9720 0.0 0.0 0.0
H -1.1052 -1.9063 -5.9340 0.0 0.0 0.0
Cl -4.8533 2.9154 2.1018 -0.1 0.1 0.0
C -4.5634 2.1465 0.5241 0.2 -0.1 0.1
C -3.0577 2.0020 0.2747 -0.3 0.2 -0.4
O -2.3637 2.9951 0.1315 -0.1 0.0 0.0
O -2.6090 0.7938 0.1738 -0.3 0.0 -0.1
H -4.9992 2.7916 -0.2340 0.0 0.0 0.0
H -5.0580 1.1799 0.5384 0.0 0.0 0.0
C 1.1984 6.3896 2.5453 0.1 0.0 -0.1
N 0.4202 5.1732 2.6975 0.1 -0.2 -0.1
C -0.5625 5.0523 3.6240 -0.1 -0.1 0.1
C -1.3372 3.9559 3.6876 -0.1 0.0 0.1
C -1.0896 2.9054 2.7383 0.1 0.3 0.0
O -1.8053 1.8797 2.6602 0.1 -0.3 -0.2
N -0.0503 3.0014 1.8733 -0.1 0.1 0.1
C 0.6820 4.1403 1.7745 0.1 0.2 0.0
O 1.5361 4.3479 0.9197 -0.1 0.0 0.0
H 1.0060 7.0565 3.3825 0.0 -0.1 0.0
H 0.9383 6.8874 1.6104 0.0 0.0 0.0
H 2.2557 6.1387 2.5001 0.0 0.0 0.0
H -0.6908 5.8903 4.2967 0.0 0.0 0.0
H -2.1343 3.8423 4.4047 0.0 0.1 0.0
C -4.3007 -4.4374 0.2907 -0.1 0.2 0.1
N -3.2027 -3.6604 0.8086 0.0 -0.2 -0.1
C -2.1448 -4.2234 1.6078 0.1 0.1 0.0
C -1.3347 -2.9635 1.9652 -0.3 -0.3 0.0
O -0.3688 -2.9915 2.6851 0.1 0.0 0.0
N -1.9316 -1.8708 1.3689 0.0 0.3 0.0
C -3.0428 -2.3202 0.7846 0.0 -0.2 0.2
N -3.9499 -1.5063 0.2512 0.1 0.0 -0.1
H -3.9578 -5.4594 0.1431 0.0 0.0 0.0
H -4.6280 -4.0548 -0.6778 0.0 0.0 0.0
H -5.1557 -4.4499 0.9738 0.0 0.0 0.0
H -1.5394 -4.9397 1.0471 0.1 0.0 0.0
H -2.5184 -4.7069 2.5140 0.0 0.0 0.0
H -3.6284 -0.5322 0.1640 -0.1 0.1 -0.1
H -4.7022 -1.8701 -0.3043 0.0 0.0 0.0
```
Forces are in eV/Å.